(1)
{"formula": "C31H36Cl48N2O2", "method": "ωB97M-V with the def2-TZVPD basis set", "spin_multiplicity": 1, "lumo_energy_ev": -1.48, "gap_ev": 7.36, "e_homo_ha": -0.325, "elements": ["Cl", "Cl", "Cl", "Cl", "Cl", "Cl", "Cl", "Cl", "Cl", "Cl", "Cl", "Cl", "Cl", "Cl", "Cl", "Cl", "Cl", "Cl", "Cl", "Cl", "Cl", "Cl", "Cl", "Cl", "Cl", "Cl", "Cl", "Cl", "Cl", "Cl", "Cl", "Cl", "Cl", "Cl", "Cl", "Cl", "Cl", "Cl", "Cl", "Cl", "Cl", "Cl", "Cl", "Cl", "Cl", "Cl", "Cl", "Cl", "O", "O", "N", "N", "C", "C", "C", "C", "C", "C", "C", "C", "C", "C", "C", "C", "C", "C", "C", "C", "C", "C", "C", "C", "C", "C", "C", "C", "C", "C", "C", "C", "C", "C", "C", "H", "H", "H", "H", "H", "H", "H", "H", "H", "H", "H", "H", "H", "H", "H", "H", "H", "H", "H", "H", "H", "H", "H", "H", "H", "H", "H", "H", "H", "H", "H", "H", "H", "H", "H", "H"], "positions_angstrom": [[-3.618, 0.705, -10.876], [3.221, -4.062, 5.009], [8.036, 0.431, 10.364], [-6.354, -5.717, 6.801], [-5.713, 0.909, -5.753], [0.868, -2.345, 5.028], [-9.011, 0.291, -9.719], [3.589, 3.344, -0.792], [-6.131, 6.141, -3.929], [6.245, 0.471, 8.068], [1.429, -4.022, 2.713], [8.302, 2.455, 6.493], [-3.248, -3.642, 8.735], [-1.944, -1.034, 0.464], [-1.279, -0.631, -9.769], [-0.695, -7.501, 8.125], [-6.324, -6.233, 9.668], [-5.854, 0.524, 5.460], [-8.159, -2.454, -10.194], [-5.350, 7.327, -1.385], [-4.741, -0.800, -7.902], [-1.206, 0.420, -12.484], [-1.824, -2.758, 2.809], [10.495, 3.255, -1.445], [-5.678, -2.148, 8.149], [-3.368, -1.918, 6.391], [10.641, 1.118, 7.600], [5.128, 0.731, -2.604], [-6.433, -0.239, -10.967], [10.714, 2.170, 4.885], [-4.255, -1.264, 2.223], [-8.596, -4.872, 8.457], [-3.486, 7.320, -3.623], [1.814, 3.620, -3.084], [5.084, -1.147, 4.729], [7.015, -0.176, -0.579], [7.619, 2.952, -1.104], [9.394, 2.676, 1.189], [-6.916, -1.708, -6.190], [5.683, 2.148, 10.383], [4.585, -1.698, -1.092], [-3.960, 2.373, 6.676], [-6.805, 2.997, 6.669], [-0.866, -4.893, 6.840], [5.080, 1.606, 3.778], [1.672, -6.319, 6.909], [7.604, 0.246, 4.289], [4.691, 3.923, -3.425], [-3.247, 4.186, -0.953], [-1.699, 3.125, -5.615], [2.280, -0.082, 0.898], [-2.839, 3.626, -3.425], [10.073, 2.403, 6.520], [-0.871, 1.591, -0.484], [-1.820, 2.883, -4.308], [-5.599, 1.703, 6.758], [0.163, -5.991, 7.776], [-1.922, -0.482, -5.985], [-4.789, 6.436, -2.810], [-2.621, 3.504, -1.920], [-6.161, -0.304, -6.965], [-1.485, 2.319, -1.827], [0.125, 0.697, -3.627], [9.124, 3.508, -0.352], [-0.976, 1.881, -3.322], [-7.340, -6.099, 8.223], [0.828, -0.377, 0.589], [0.240, 0.382, -0.747], [-4.287, -2.997, 7.454], [3.319, 4.177, -2.332], [1.540, -3.889, 4.476], [-2.703, -1.001, -4.628], [5.914, 0.417, 4.793], [0.582, 0.364, -5.166], [-8.109, -0.788, -10.797], [-1.847, 0.653, -10.849], [-2.864, -2.113, 1.527], [2.606, -0.510, 2.340], [0.743, -0.072, -2.276], [6.355, 0.604, 9.831], [-0.311, -0.781, -5.927], [5.845, -0.681, -1.811], [2.129, -0.263, -5.061], [2.603, -0.293, -6.131], [0.409, -5.507, 8.725], [2.993, 0.448, 2.912], [0.114, -0.089, 1.491], [-2.353, -1.150, -6.876], [-3.737, 3.129, -3.683], [-2.005, -1.120, -3.695], [-4.658, -3.835, 6.857], [-1.480, 1.610, -10.468], [9.034, 4.580, -0.154], [-8.581, -0.764, -11.782], [-5.714, 1.190, 7.716], [0.757, -1.548, 0.371], [5.897, 0.774, 5.826], [5.769, -0.205, 10.275], [-7.828, -7.063, 8.054], [-0.081, -1.882, -5.528], [1.983, -1.387, -4.700], [3.230, 5.248, -2.134], [-3.105, -2.097, -4.877], [3.492, -1.285, 2.302], [-2.181, 0.632, -6.286], [2.856, -0.689, 0.250], [-1.198, 1.901, 0.603], [1.528, -0.929, -2.417], [-6.886, 0.144, -7.649], [0.064, -0.794, -7.060], [2.742, 0.344, -4.271], [10.440, 3.360, 6.901], [0.651, 1.361, -5.794], [0.954, -4.698, 4.920], [1.687, -0.985, 2.896], [-3.604, -0.251, -4.461], [-4.396, 5.471, -2.481], [-3.235, -2.951, 0.931], [6.373, -1.270, -2.566]], "atomic_forces_ev_per_a": [[0.547, 0.182, 0.002], [-0.146, 0.073, -0.150], [-0.257, -0.012, -0.079], [-0.171, -0.211, 0.018], [-0.154, 0.018, -0.166], [0.039, -0.247, 0.090], [0.064, -0.082, -0.101], [-0.107, 0.157, -0.180], [0.090, -0.028, 0.060], [-0.124, -0.266, 0.551], [0.062, -0.090, 0.164], [0.454, 0.499, 0.254], [-0.362, 0.125, 0.016], [-1.128, -0.561, 0.111], [-0.074, 0.165, -0.085], [0.098, 0.213, 0.007], [-0.133, -0.012, -0.221], [-0.016, 0.169, 0.159], [0.008, 0.234, -0.090], [0.070, -0.143, -0.160], [-0.381, 0.077, 0.145], [-0.055, 0.062, 0.208], [-0.152, 0.096, -0.158], [-0.127, 0.072, 0.115], [0.104, -0.165, -0.084], [-0.042, -0.201, 0.086], [-0.058, 0.179, -0.122], [0.176, -0.295, 0.100], [-0.546, -0.199, -0.065], [-0.021, 0.068, 0.155], [0.127, -0.108, -0.073], [0.155, -0.213, -0.061], [-0.148, -0.143, 0.105], [0.236, 0.080, 0.130], [0.109, 0.202, 0.161], [-0.280, -0.420, -0.167], [0.253, 0.436, 0.074], [-0.057, 0.103, -0.103], [0.047, 0.185, -0.111], [0.057, -0.233, -0.077], [0.151, -0.172, -0.168], [-0.182, -0.114, 0.050], [0.126, -0.161, 0.058], [0.258, -0.200, 0.033], [0.295, 0.032, 0.237], [-0.186, -0.051, 0.252], [-0.322, -0.244, -0.170], [-0.092, 0.129, 0.024], [3.826, -4.334, -6.470], [-0.971, -1.661, 8.292], [-0.645, -1.280, 0.216], [-0.015, -1.498, 0.281], [-0.029, 0.044, -0.002], [1.314, -0.826, -4.624], [1.463, 0.302, -3.435], [-0.008, -0.054, 0.024], [-0.061, -0.081, 0.078], [0.022, -1.128, -0.452], [0.121, -0.060, 0.071], [-0.732, 0.388, 2.473], [0.020, -0.112, -0.136], [2.517, -2.350, 0.353], [-1.335, 1.290, 3.454], [-0.109, 0.079, -0.056], [0.128, -0.424, 2.543], [-0.112, 0.003, 0.203], [-0.263, -0.666, -0.776], [-0.963, 1.775, -2.312], [0.085, 0.040, -0.083], [-0.101, 0.105, 0.167], [0.033, 0.017, -0.040], [-0.275, -0.242, -0.908], [0.108, -0.024, -0.124], [1.324, -0.732, 0.787], [-0.007, -0.059, -0.129], [0.042, 0.089, -0.028], [-0.135, -0.115, -0.107], [0.679, 0.245, 0.063], [-3.118, 3.334, 0.333], [-0.002, 0.018, 0.195], [-0.274, 0.401, -1.113], [0.239, 0.166, -0.051], [-1.197, -0.328, 0.132], [-0.759, 0.193, 2.159], [-0.082, -0.153, -0.341], [-1.006, -2.199, -1.026], [1.890, -0.579, -1.924], [1.079, 1.547, 1.962], [0.830, 1.304, 0.423], [-1.358, 0.600, -1.760], [0.150, 0.369, 0.283], [-0.141, -0.338, -0.114], [0.054, -0.386, -0.057], [0.151, 0.003, 0.360], [0.054, 0.151, -0.339], [-0.364, 2.379, 0.572], [-0.045, -0.057, -0.585], [0.204, 0.284, -0.184], [0.194, 0.345, 0.021], [-0.599, 2.505, -0.503], [0.580, 2.369, -0.673], [0.051, -0.374, -0.095], [0.617, 2.460, 0.672], [-1.802, 1.479, 0.272], [0.783, -2.230, 0.864], [-1.030, 1.190, 1.135], [0.755, -0.731, -2.520], [-1.714, 1.877, 0.425], [0.228, -0.132, 0.221], [-0.610, 0.131, 2.434], [-0.963, -1.210, -1.759], [-0.135, -0.346, -0.142], [-0.559, -1.980, 1.419], [0.226, 0.307, -0.160], [1.863, 0.952, -1.181], [1.891, -1.899, 0.073], [-0.106, 0.419, -0.034], [0.115, 0.280, 0.226], [-0.217, 0.162, 0.282]], "mulliken_charge": [-0.091, -0.112, -0.101, -0.098, -0.085, -0.105, -0.125, -0.066, -0.156, -0.075, -0.100, -0.058, -0.122, 0.040, -0.115, -0.127, -0.104, -0.080, -0.103, -0.143, -0.030, -0.129, -0.026, -0.130, -0.124, -0.059, -0.126, -0.075, -0.053, -0.110, -0.105, -0.107, -0.139, -0.009, -0.034, -0.089, 0.009, -0.075, -0.136, -0.123, -0.150, -0.122, -0.132, -0.037, -0.120, -0.107, -0.069, -0.114, -0.621, -0.612, -0.012, -0.099, -0.059, -0.527, -0.073, 0.111, -0.006, 0.183, 0.708, 0.319, 0.205, 0.170, 0.586, -0.106, -0.013, -0.033, -0.564, 0.314, 0.324, -0.229, 0.232, -0.610, 0.576, 0.499, -0.091, 0.036, -0.223, 0.169, -0.496, -0.068, -0.705, -0.114, -1.088, 0.407, 0.319, -0.172, 0.372, -0.015, 0.278, 0.155, -0.021, 0.287, 0.308, 0.364, 0.213, 0.316, -0.342, 0.326, 0.355, 0.199, 0.232, 0.395, 0.299, 0.227, 0.227, -0.183, 0.267, 0.132, 0.053, 0.109, 0.135, 0.360, 0.401, 0.031, -0.087, 0.007, -0.294, 0.323, 0.382]}

***

(2)
{"formula": "C31H36F9N6O2RhSSi", "method": "ωB97M-V with the def2-TZVPD basis set", "spin_multiplicity": 1, "lumo_energy_ev": [-1.13, -1.14], "gap_ev": [4.29, 4.23], "e_homo_ha": [-0.199, -0.197], "elements": ["Rh", "S", "Si", "F", "F", "F", "F", "F", "F", "F", "F", "F", "O", "O", "N", "N", "N", "N", "N", "N", "C", "C", "C", "C", "C", "C", "C", "C", "C", "C", "C", "C", "C", "C", "C", "C", "C", "C", "C", "C", "C", "C", "C", "C", "C", "C", "C", "C", "C", "C", "C", "H", "H", "H", "H", "H", "H", "H", "H", "H", "H", "H", "H", "H", "H", "H", "H", "H", "H", "H", "H", "H", "H", "H", "H", "H", "H", "H", "H", "H", "H", "H", "H", "H", "H", "H", "H"], "positions_angstrom": [[0.334, 0.159, -0.469], [1.463, 1.192, 1.229], [-1.372, -1.401, 2.857], [4.311, -2.631, -1.073], [1.929, 1.254, -2.390], [4.362, -0.829, 0.081], [2.241, -0.849, -4.177], [3.902, 0.988, -3.230], [5.401, -0.917, -1.791], [2.340, -2.734, -3.171], [3.668, 1.361, -1.138], [4.143, -1.778, -3.822], [-0.095, -1.686, 0.909], [1.911, -1.119, -1.172], [1.514, -3.241, 1.295], [-1.142, 1.251, 0.185], [0.102, 2.438, 3.219], [-0.969, -0.038, -2.032], [-0.126, -3.606, -0.332], [-1.101, 1.851, 1.361], [-1.165, -6.017, 3.506], [-2.198, 1.420, -0.643], [-2.129, 0.699, -1.840], [0.443, -2.796, 0.601], [-0.347, -3.807, 3.963], [0.625, -4.519, -1.160], [0.020, 1.832, 2.014], [-1.339, -3.232, 3.148], [-5.047, -0.231, 1.294], [2.945, -1.549, -3.279], [-0.261, -5.171, 4.135], [-0.788, -0.692, -3.177], [-1.707, -0.689, -4.201], [3.141, 0.706, -2.169], [-3.392, 0.511, 3.373], [-3.127, 0.688, -2.853], [-2.955, -0.497, 2.498], [-1.429, -3.268, -0.848], [-5.476, 0.721, 2.206], [-4.628, 1.100, 3.239], [-2.914, 0.017, -4.021], [1.833, -4.625, 1.535], [-2.266, -4.109, 2.555], [-3.811, -0.827, 1.436], [2.985, -0.823, -1.888], [-2.175, -5.472, 2.724], [1.142, 2.190, 4.190], [4.282, -1.296, -1.164], [2.322, -2.309, 2.042], [1.483, 3.458, 4.967], [-3.330, 2.326, -0.276], [-3.078, 2.861, 0.633], [2.024, -4.750, 2.604], [-4.952, 1.847, 3.951], [0.324, -5.555, -0.977], [-1.377, -3.022, -1.912], [-0.779, 2.781, 3.571], [3.370, -2.575, 1.907], [0.999, -5.267, 1.271], [0.582, 3.922, 5.360], [-2.753, 0.807, 4.194], [0.433, -4.289, -2.211], [-3.529, 3.042, -1.073], [0.119, -1.273, -3.260], [2.157, -1.304, 1.666], [1.691, -4.407, -0.993], [-1.810, -2.406, -0.309], [-3.662, 0.008, -4.801], [2.139, 3.219, 5.801], [-1.091, -7.087, 3.640], [0.521, -5.591, 4.753], [0.833, 1.408, 4.897], [-2.109, -4.113, -0.718], [-4.233, 1.745, -0.092], [-4.037, 1.237, -2.682], [2.078, -2.342, 3.106], [2.016, 1.837, 3.644], [-5.684, -0.512, 0.466], [-2.881, -6.132, 2.236], [0.360, -3.160, 4.465], [-0.402, -0.635, 3.641], [-1.514, -1.230, -5.111], [-6.457, 1.163, 2.113], [2.729, -4.931, 0.991], [-3.499, -1.557, 0.705], [1.986, 4.174, 4.325], [-3.067, -3.701, 1.957]], "atomic_forces_ev_per_a": [[-0.987, 0.714, 0.033], [0.136, 0.257, 1.141], [1.141, -0.216, -1.761], [-0.111, -0.553, -0.033], [0.660, -0.135, -0.466], [-0.194, 0.060, 0.283], [-0.253, 0.191, -0.188], [0.331, -0.102, -0.368], [0.328, 0.137, -0.083], [-0.170, -0.402, 0.155], [0.191, 0.003, 0.362], [0.264, -0.030, -0.149], [-1.389, -0.318, 1.925], [-0.456, -0.103, 0.187], [-0.276, 0.118, -0.270], [0.524, -0.443, -2.689], [-0.550, 0.005, 0.135], [-0.528, 0.817, 0.327], [0.344, 0.727, 0.318], [-2.155, 1.164, 1.504], [0.004, 0.248, 0.033], [0.610, 0.510, 2.396], [0.612, -1.304, -1.672], [-0.201, -1.156, 0.586], [-0.228, 0.786, -0.253], [0.216, -0.248, -0.211], [1.976, -0.761, -1.489], [-0.247, -0.385, 0.307], [-0.301, 0.052, -0.037], [0.025, 0.059, -0.070], [0.017, -0.467, 0.091], [-0.225, -0.322, -0.326], [-0.644, 0.337, 0.148], [-0.852, 0.562, -0.018], [0.732, -0.524, 0.169], [0.437, 0.341, 0.937], [-0.236, -0.139, -0.325], [-0.383, 0.085, 0.017], [0.248, -0.108, 0.083], [-0.502, 0.149, -0.010], [0.592, -0.576, -0.380], [0.072, -0.261, -0.163], [0.145, 0.760, -0.013], [0.505, -0.261, 0.167], [0.429, 0.151, -0.127], [0.050, -0.534, -0.035], [0.280, 0.234, 0.144], [0.039, 0.255, 0.028], [0.081, 0.439, -0.123], [-0.036, -0.264, -0.166], [0.084, -0.221, -0.105], [0.001, 0.051, 0.044], [0.020, 0.009, -0.057], [0.068, 0.016, -0.014], [0.059, -0.004, -0.007], [0.023, 0.058, 0.092], [-0.048, 0.052, -0.035], [0.037, 0.041, 0.030], [-0.029, -0.065, -0.039], [-0.104, 0.089, 0.123], [0.082, 0.116, 0.082], [0.033, 0.023, 0.095], [-0.049, 0.060, -0.066], [0.103, 0.112, 0.104], [0.074, 0.048, 0.062], [0.043, 0.026, 0.004], [-0.023, 0.013, -0.142], [-0.056, 0.056, -0.021], [0.057, 0.008, 0.091], [-0.002, -0.025, -0.015], [0.014, 0.037, 0.057], [0.041, -0.073, -0.068], [-0.036, -0.058, -0.039], [-0.172, 0.104, -0.054], [-0.189, 0.108, 0.001], [0.006, -0.015, 0.131], [-0.077, -0.077, 0.089], [-0.002, -0.020, -0.029], [-0.061, 0.074, 0.021], [0.113, 0.003, 0.030], [-0.017, -0.040, 0.115], [0.089, -0.083, -0.144], [-0.046, 0.079, -0.030], [-0.001, -0.072, -0.020], [0.001, -0.116, -0.106], [0.024, 0.122, -0.098], [-0.121, 0.014, -0.134]], "mulliken_charge": [-0.379, -0.680, 0.961, -0.303, -0.188, -0.235, -0.263, -0.297, -0.271, -0.188, -0.265, -0.303, 0.801, 0.834, 0.902, 1.452, -0.136, 0.395, 0.352, -1.303, -0.510, 0.222, 0.933, -0.328, -0.611, -1.353, 0.209, 0.540, -1.223, 0.043, -0.590, -0.624, -1.261, -0.291, -0.270, -1.070, 0.436, -0.846, -0.287, -0.810, -0.564, -1.479, -0.315, 0.312, 1.466, -0.627, -0.235, 0.220, -1.053, -1.394, -1.806, 0.333, 0.485, 0.409, 0.253, 0.409, 0.332, 0.528, 0.409, 0.340, 0.419, 0.431, 0.491, 0.582, -0.104, 0.445, -0.128, 0.414, 0.415, 0.405, 0.448, 0.173, 0.339, 0.246, 0.450, 0.207, 0.332, 0.388, 0.441, 0.397, -0.337, 0.496, 0.399, 0.312, 0.384, 0.313, 0.422]}

***

The records above give, respectively, ΔE to the lowest compared entry with this formula, charge and spin values of 176.2, 31.3 kcal per mole.
The records above give, respectively, E values of -640868.341, -91945.675 eV.